{"formula": "C80H160O20", "method": "wB97M-V/def2-TZVPD", "elements": ["C", "C", "C", "O", "C", "H", "H", "H", "H", "H", "H", "H", "H", "C", "C", "C", "O", "C", "H", "H", "H", "H", "H", "H", "H", "H", "C", "C", "C", "O", "C", "H", "H", "H", "H", "H", "H", "H", "H", "C", "C", "C", "O", "C", "H", "H", "H", "H", "H", "H", "H", "H", "C", "C", "C", "O", "C", "H", "H", "H", "H", "H", "H", "H", "H", "C", "C", "C", "O", "C", "H", "H", "H", "H", "H", "H", "H", "H", "C", "C", "C", "O", "C", "H", "H", "H", "H", "H", "H", "H", "H", "C", "C", "C", "O", "C", "H", "H", "H", "H", "H", "H", "H", "H", "C", "C", "C", "O", "C", "H", "H", "H", "H", "H", "H", "H", "H", "C", "C", "C", "O", "C", "H", "H", "H", "H", "H", "H", "H", "H", "C", "C", "C", "O", "C", "H", "H", "H", "H", "H", "H", "H", "H", "C", "C", "C", "O", "C", "H", "H", "H", "H", "H", "H", "H", "H", "C", "C", "C", "O", "C", "H", "H", "H", "H", "H", "H", "H", "H", "C", "C", "C", "O", "C", "H", "H", "H", "H", "H", "H", "H", "H", "C", "C", "C", "O", "C", "H", "H", "H", "H", "H", "H", "H", "H", "C", "C", "C", "O", "C", "H", "H", "H", "H", "H", "H", "H", "H", "C", "C", "C", "O", "C", "H", "H", "H", "H", "H", "H", "H", "H", "C", "C", "C", "O", "C", "H", "H", "H", "H", "H", "H", "H", "H", "C", "C", "C", "O", "C", "H", "H", "H", "H", "H", "H", "H", "H", "C", "C", "C", "O", "C", "H", "H", "H", "H", "H", "H", "H", "H"], "xyz": [[-1.727, -5.522, 4.823], [-2.277, -6.569, 5.869], [-2.570, -7.707, 4.902], [-1.599, -7.601, 3.828], [-1.408, -6.230, 3.555], [-0.834, -4.961, 5.098], [-2.456, -4.755, 4.561], [-3.132, -6.131, 6.382], [-1.518, -6.791, 6.620], [-3.552, -7.612, 4.440], [-2.507, -8.606, 5.515], [-2.085, -5.980, 2.738], [-0.367, -6.150, 3.244], [3.845, 0.646, 5.922], [3.946, -0.277, 4.808], [3.747, 0.624, 3.580], [4.219, 1.904, 4.064], [4.673, 1.837, 5.421], [4.325, 0.269, 6.826], [2.801, 0.868, 6.141], [3.212, -1.080, 4.868], [4.913, -0.780, 4.811], [2.712, 0.565, 3.243], [4.416, 0.231, 2.814], [4.492, 2.800, 5.899], [5.735, 1.592, 5.399], [1.337, -1.324, 8.881], [0.294, -2.346, 9.108], [0.646, -3.518, 8.219], [1.195, -2.943, 7.034], [1.891, -1.746, 7.516], [2.066, -1.300, 9.692], [0.926, -0.319, 8.972], [-0.698, -1.997, 8.822], [0.241, -2.650, 10.154], [-0.301, -3.974, 7.932], [1.292, -4.237, 8.722], [1.855, -0.927, 6.797], [2.944, -1.962, 7.695], [-4.255, 3.730, 0.551], [-2.821, 4.139, 0.644], [-2.826, 5.401, 1.539], [-4.144, 6.040, 1.280], [-4.917, 5.104, 0.500], [-4.559, 3.230, 1.471], [-4.399, 2.981, -0.228], [-2.466, 4.450, -0.338], [-2.245, 3.355, 1.137], [-1.955, 5.997, 1.266], [-2.867, 5.140, 2.596], [-4.837, 5.449, -0.531], [-6.001, 5.055, 0.598], [-4.628, -1.898, 0.767], [-5.962, -2.358, 0.206], [-6.037, -3.875, 0.597], [-4.972, -4.076, 1.501], [-3.858, -3.217, 1.000], [-4.788, -1.499, 1.768], [-4.179, -1.085, 0.197], [-6.014, -2.194, -0.871], [-6.788, -1.732, 0.540], [-5.998, -4.585, -0.230], [-7.028, -3.980, 1.038], [-3.354, -3.704, 0.166], [-3.075, -3.033, 1.735], [2.461, 5.084, -1.862], [2.496, 3.841, -2.710], [1.134, 3.304, -2.358], [0.322, 4.483, -2.406], [1.050, 5.599, -1.923], [3.174, 5.789, -2.289], [2.666, 4.884, -0.811], [3.369, 3.313, -2.329], [2.572, 3.955, -3.792], [1.110, 2.934, -1.333], [0.783, 2.542, -3.053], [0.664, 5.832, -0.931], [0.913, 6.399, -2.650], [-0.061, 2.897, 4.191], [-1.103, 3.875, 4.716], [-0.309, 5.091, 4.733], [0.983, 4.656, 5.227], [1.230, 3.404, 4.614], [-0.069, 2.882, 3.101], [-0.140, 1.856, 4.506], [-1.382, 3.618, 5.738], [-1.995, 4.023, 4.107], [-0.588, 5.935, 5.363], [-0.161, 5.552, 3.757], [1.735, 2.833, 5.393], [1.961, 3.463, 3.808], [0.656, -0.904, -0.200], [-0.883, -0.938, -0.057], [-1.171, 0.489, 0.327], [-0.044, 0.862, 1.061], [1.003, -0.055, 0.999], [1.020, -0.521, -1.153], [1.087, -1.898, -0.084], [-1.163, -1.571, 0.785], [-1.357, -1.223, -0.997], [-2.058, 0.769, 0.896], [-1.209, 1.026, -0.620], [1.012, -0.690, 1.885], [1.921, 0.496, 0.796], [2.992, -3.864, -4.985], [3.198, -3.424, -6.386], [4.030, -4.544, -7.036], [4.692, -5.034, -5.852], [4.256, -4.594, -4.588], [2.140, -4.544, -4.975], [2.861, -2.937, -4.426], [3.784, -2.511, -6.496], [2.281, -3.264, -6.952], [4.598, -4.194, -7.898], [3.328, -5.327, -7.320], [4.976, -3.965, -4.066], [3.995, -5.503, -4.046], [5.590, -1.053, 0.189], [4.704, -1.886, 1.004], [4.520, -3.145, 0.095], [4.221, -2.400, -1.054], [5.026, -1.260, -1.182], [6.611, -1.433, 0.225], [5.702, -0.008, 0.478], [3.789, -1.336, 1.227], [5.124, -2.077, 1.991], [3.681, -3.741, 0.454], [5.389, -3.791, -0.027], [4.471, -0.465, -1.680], [5.840, -1.556, -1.844], [-3.169, 7.048, -2.813], [-3.209, 5.603, -3.336], [-3.021, 5.717, -4.831], [-2.375, 7.038, -4.932], [-2.099, 7.587, -3.726], [-2.828, 7.358, -1.826], [-4.123, 7.529, -3.030], [-4.184, 5.144, -3.174], [-2.484, 4.889, -2.945], [-3.904, 5.626, -5.462], [-2.224, 5.015, -5.077], [-2.112, 8.675, -3.796], [-1.135, 7.349, -3.277], [-4.352, -4.730, -4.372], [-4.243, -4.692, -2.880], [-2.851, -5.248, -2.754], [-2.718, -6.203, -3.738], [-3.554, -5.877, -4.817], [-3.858, -3.872, -4.828], [-5.339, -4.661, -4.831], [-4.992, -5.364, -2.459], [-4.355, -3.697, -2.449], [-2.711, -5.487, -1.699], [-2.051, -4.542, -2.974], [-4.341, -6.621, -4.940], [-3.064, -5.762, -5.784], [-7.973, 0.914, 2.009], [-8.213, 2.338, 1.746], [-7.662, 3.135, 2.888], [-6.896, 2.175, 3.562], [-6.649, 1.015, 2.833], [-7.815, 0.327, 1.104], [-8.573, 0.349, 2.722], [-9.282, 2.541, 1.691], [-7.740, 2.800, 0.879], [-8.474, 3.521, 3.504], [-6.988, 3.899, 2.499], [-6.431, 0.113, 3.406], [-5.773, 1.096, 2.190], [4.595, 7.790, 2.612], [3.842, 6.659, 3.221], [2.743, 6.263, 2.250], [2.828, 7.125, 1.149], [4.123, 7.646, 1.125], [5.680, 7.806, 2.716], [4.157, 8.673, 3.078], [3.517, 6.880, 4.238], [4.554, 5.839, 3.319], [1.802, 6.550, 2.719], [2.610, 5.193, 2.090], [4.082, 8.540, 0.503], [4.865, 7.053, 0.590], [7.844, 2.196, 0.623], [7.239, 2.979, 1.730], [6.290, 3.917, 0.891], [6.960, 4.137, -0.357], [8.079, 3.243, -0.502], [7.103, 1.508, 0.215], [8.778, 1.683, 0.853], [8.050, 3.541, 2.194], [6.693, 2.267, 2.349], [6.062, 4.879, 1.351], [5.350, 3.392, 0.719], [8.982, 3.804, -0.262], [7.989, 2.752, -1.471], [-2.219, -1.432, 4.036], [-0.880, -1.220, 4.728], [-1.341, -0.770, 6.080], [-2.617, -0.152, 5.795], [-2.981, -0.222, 4.442], [-2.718, -2.337, 4.383], [-2.102, -1.477, 2.953], [-0.304, -0.470, 4.186], [-0.260, -2.115, 4.763], [-0.653, -0.027, 6.484], [-1.461, -1.675, 6.675], [-2.674, 0.640, 3.850], [-4.067, -0.269, 4.359], [4.676, 1.448, -7.583], [3.424, 1.631, -6.726], [3.364, 0.543, -5.676], [4.626, -0.166, -5.881], [5.145, 0.102, -7.183], [5.395, 2.252, -7.427], [4.467, 1.467, -8.653], [2.546, 1.654, -7.372], [3.541, 2.568, -6.181], [2.512, -0.087, -5.934], [3.192, 1.001, -4.702], [4.677, -0.653, -7.815], [6.224, -0.007, -7.287], [-0.453, -4.060, -5.706], [-0.286, -5.311, -6.498], [-0.697, -4.953, -7.914], [-1.811, -4.108, -7.560], [-1.476, -3.269, -6.532], [0.391, -3.371, -5.730], [-0.906, -4.360, -4.760], [-0.829, -6.209, -6.206], [0.706, -5.760, -6.526], [-0.919, -5.884, -8.435], [0.047, -4.443, -8.527], [-2.312, -2.909, -5.934], [-1.072, -2.358, -6.974], [-3.738, -0.303, -4.255], [-3.905, 0.724, -3.191], [-3.433, 1.977, -3.832], [-3.542, 1.725, -5.232], [-4.163, 0.467, -5.516], [-4.211, -1.258, -4.022], [-2.714, -0.664, -4.350], [-3.415, 0.492, -2.245], [-4.959, 0.946, -3.027], [-2.369, 2.120, -3.646], [-4.026, 2.826, -3.493], [-3.766, 0.016, -6.425], [-5.240, 0.553, -5.658], [0.603, -6.474, -1.012], [0.908, -5.938, -2.306], [1.158, -4.458, -2.066], [0.132, -4.234, -1.064], [0.225, -5.299, -0.059], [1.378, -7.029, -0.483], [-0.163, -7.240, -1.135], [0.097, -6.079, -3.020], [1.797, -6.361, -2.773], [0.853, -3.770, -2.854], [2.165, -4.190, -1.747], [-0.750, -5.406, 0.417], [0.977, -4.939, 0.644]], "forces_ev_per_angstrom": [[0.0, 1.6, 0.8], [0.7, 1.8, -1.5], [0.2, 0.3, 0.2], [-0.4, -1.6, 1.3], [0.0, -1.4, -0.5], [0.0, -0.1, 0.7], [-0.3, 0.0, 0.5], [-0.1, -0.3, -0.1], [0.0, -0.3, -0.2], [-0.3, 0.0, 0.2], [0.2, -0.6, -0.9], [0.0, 0.4, -0.2], [-0.1, 0.3, -0.2], [1.0, 1.3, 2.3], [-0.4, -1.8, -1.3], [1.5, -0.6, 1.4], [-0.5, 0.5, -1.4], [-1.3, -0.8, -0.9], [-0.3, -0.2, 0.2], [0.1, 0.5, 0.0], [-0.1, 0.0, -0.1], [0.2, 0.1, -0.2], [-0.1, 0.8, 0.0], [-0.1, 0.4, -0.4], [0.0, -0.1, 0.0], [0.2, 0.0, 0.4], [0.1, 0.9, 0.2], [-1.2, -1.0, 1.1], [-1.1, 0.1, -0.3], [0.7, 1.4, 1.1], [0.8, 0.1, -0.1], [0.4, -0.5, -0.3], [-0.2, 0.1, -0.7], [0.0, 0.2, 0.0], [-0.1, 0.0, 0.0], [0.2, -0.6, -0.1], [0.3, -0.1, -0.2], [-0.3, -0.4, -0.3], [0.2, -0.3, -0.4], [-0.2, 0.1, 1.1], [0.6, 0.5, 0.9], [-1.6, -0.8, -0.6], [0.5, -1.1, 0.1], [0.2, 0.0, -2.1], [0.0, -0.1, 0.3], [-0.5, 0.5, -0.4], [0.4, -0.4, 0.0], [0.5, 0.0, -0.5], [-0.4, 0.6, 0.3], [0.4, 0.1, 0.0], [0.1, 0.1, -0.4], [0.0, 0.5, 1.3], [0.1, -0.3, 0.2], [-0.1, -0.1, -1.1], [-0.7, 1.5, -0.1], [1.5, 0.5, -0.1], [-1.2, 0.2, 0.5], [0.0, 0.1, 0.1], [0.3, -0.3, -0.2], [0.3, -0.3, -0.3], [-0.1, -0.4, 0.6], [0.3, 0.2, -0.3], [0.3, -0.6, 0.7], [-0.3, 0.1, -0.5], [-0.4, -0.6, 0.5], [0.9, 1.6, -0.4], [0.3, -0.6, 0.9], [0.0, 0.2, 0.1], [-1.3, -1.0, -0.7], [-0.3, -0.6, -0.3], [0.1, 0.3, 0.6], [0.6, -0.2, -0.2], [-0.2, -0.7, -0.3], [0.1, 0.5, 0.1], [0.1, -0.4, 0.2], [-0.4, 0.2, 0.0], [0.0, 0.5, 0.0], [-0.1, 0.2, 0.3], [-1.6, -1.8, -1.6], [-1.0, -0.9, 0.3], [2.2, 2.1, 0.6], [-0.3, 1.1, -0.3], [2.4, 0.8, 1.4], [-0.3, -0.1, -0.1], [-0.6, 0.0, 0.0], [-0.2, -0.1, 0.0], [0.0, -0.5, 0.0], [-0.4, -0.3, 0.3], [-0.1, -0.2, -0.5], [-0.1, -0.4, 0.0], [0.0, 0.3, -0.2], [-0.3, -1.3, 0.4], [0.1, -0.3, -0.3], [0.2, 0.0, -1.0], [0.0, 2.1, 1.5], [0.1, -0.2, -1.4], [-0.2, 0.3, 0.0], [-0.1, -0.1, -0.2], [0.0, -0.5, -0.2], [-0.2, -0.3, 0.3], [-0.2, -0.5, 0.1], [0.0, 0.7, -0.1], [0.4, 0.1, 0.3], [0.2, -0.1, 0.6], [-0.6, 1.1, 0.8], [0.6, 0.4, -2.4], [-2.0, 0.3, 2.6], [2.9, -1.4, -1.7], [-1.3, 0.0, -1.3], [-0.1, 0.2, 0.5], [-0.6, -0.4, 0.6], [0.0, 0.2, 0.5], [-0.2, 0.1, 0.1], [0.7, -0.3, 0.5], [0.2, -0.3, -0.5], [0.2, -0.1, -0.1], [0.3, 0.2, 0.5], [1.5, 1.5, -0.1], [0.3, -1.4, 2.4], [-0.5, 2.4, 1.4], [-1.9, -1.5, -1.9], [1.0, -0.7, -1.1], [0.1, -0.2, 0.0], [-0.5, 0.0, 0.1], [-0.5, -0.5, -0.4], [0.2, -0.3, 0.1], [-0.2, 0.0, -0.5], [0.3, 0.1, 0.1], [-0.2, 0.1, 0.4], [0.2, 0.4, -0.4], [0.5, 0.3, -0.1], [-1.6, -0.9, 1.0], [2.3, 1.3, 0.9], [-0.4, -0.9, -3.3], [-0.4, 1.0, 1.4], [-0.5, -1.0, 0.5], [0.0, 0.1, 0.1], [-0.1, 0.0, 0.4], [0.3, 0.5, 0.3], [0.2, 0.3, 0.0], [-0.4, -0.3, -0.7], [-0.1, 0.1, -0.2], [0.5, -0.5, -0.3], [-0.5, 3.1, -1.6], [-0.3, 0.3, -0.4], [0.4, 1.7, 1.2], [0.8, -2.2, -0.2], [-1.6, -1.7, -0.3], [0.1, 0.7, 0.5], [-0.2, -0.4, 0.3], [0.1, -0.1, 0.3], [0.0, 0.0, 0.0], [0.4, -1.3, -0.2], [-0.2, 0.9, 0.4], [0.5, -1.1, -0.2], [0.4, 0.2, 0.2], [2.6, -1.9, 0.4], [-2.3, 1.9, -1.0], [0.4, -0.8, -0.2], [1.4, -0.1, 2.9], [-0.7, -0.1, -1.7], [-0.2, -0.1, 0.0], [-1.0, 0.5, -0.4], [-0.1, 0.1, -0.4], [-0.1, -0.9, -0.6], [0.5, 0.2, 0.4], [-0.2, 0.5, 0.3], [-0.4, 0.3, 0.8], [0.3, 0.4, -0.4], [-1.2, 1.3, -1.4], [1.4, -2.0, 0.9], [-1.8, 0.8, 1.8], [0.4, -0.6, -0.7], [1.3, 1.1, -0.1], [-0.2, -0.2, 0.1], [0.4, 0.5, -0.4], [-0.3, -0.1, -0.2], [-0.1, -0.4, 0.2], [-0.3, -0.2, 0.1], [0.7, -0.1, -0.7], [-0.1, 0.4, 0.4], [-0.1, -0.8, 0.0], [0.7, 0.0, -2.0], [-0.8, 0.7, -0.8], [0.8, -0.7, 0.5], [-0.1, 0.1, 0.1], [-1.2, -0.4, 1.6], [0.2, -0.3, 0.1], [-0.1, -0.2, 0.1], [-0.4, 0.1, 0.6], [0.0, 0.6, 0.6], [0.1, 0.0, 0.1], [-0.2, 0.0, -0.1], [0.3, -0.1, -0.7], [0.6, 0.4, -0.1], [0.3, -0.7, -1.7], [0.4, -0.7, -0.8], [-0.4, 0.4, -1.2], [-0.2, 1.0, 2.0], [0.1, -0.3, 0.1], [0.0, -0.1, 0.0], [0.0, -0.2, -0.1], [0.0, 0.3, 0.0], [-0.1, -0.1, 0.1], [-0.2, -0.1, 0.5], [-0.2, 0.4, 0.6], [0.3, 0.4, 0.1], [0.0, -0.3, 0.2], [-0.3, 0.7, -0.5], [-0.2, 1.6, -0.2], [0.8, -0.4, -2.0], [0.0, 0.3, 1.6], [-0.5, -1.1, 0.0], [0.1, -0.2, 0.3], [-0.2, 0.0, 0.0], [-0.1, 0.2, 0.3], [-0.4, 0.3, -0.4], [0.1, -0.6, 0.3], [0.7, -0.6, 0.3], [0.1, -0.1, -0.5], [0.0, -0.2, 0.7], [-0.8, 0.7, 0.2], [2.1, -1.7, -1.3], [-0.4, 0.1, 1.5], [-1.9, -1.3, -2.9], [0.6, 0.6, 0.5], [0.5, -0.7, 1.0], [0.6, 0.7, 0.4], [-0.8, 0.5, 0.5], [0.6, 0.5, 0.3], [-1.0, 0.4, -0.3], [0.2, 0.5, 0.2], [-0.5, -0.5, -0.2], [0.6, 0.3, 0.1], [-0.2, -1.6, -0.5], [-0.8, 0.0, 1.0], [1.1, -0.1, -0.5], [-0.4, 0.8, -1.3], [0.8, -0.4, 1.1], [-0.8, 0.1, -0.2], [0.5, 0.6, -0.1], [0.0, 0.0, 0.0], [-0.3, -0.8, 0.4], [0.1, 0.5, 0.1], [0.2, 0.2, -0.3], [0.3, 0.4, 0.0], [-0.2, 0.1, 0.3], [-0.5, -2.2, 3.9], [2.0, 1.3, -3.2], [-2.1, 0.2, 0.6], [0.1, 0.8, 1.1], [-0.3, 1.0, -2.8], [0.6, 0.0, -0.5], [-0.5, 0.3, 0.5], [-0.1, 0.2, 0.1], [0.1, -0.4, 0.0], [0.3, -0.3, -0.3], [0.1, -0.1, 0.3], [0.1, 0.1, 0.0], [0.2, -0.7, 0.3]], "total_energy_ev": -126488.402, "e_above_lowest_ev": 7.6505, "max_force_ev_per_a": 4.501}